Record 1
{
  "formula": "C3H5Br2N3",
  "method": "wB97M-V/def2-TZVPD",
  "species": ["C", "C", "C", "N", "N", "N", "Br", "Br", "H", "H", "H", "H", "H"],
  "coordinates": [[-0.607, -1.091, 0.801], [-0.725, 0.278, -1.236], [1.050, 0.573, 0.426], [0.422, 0.835, -0.804], [0.534, -0.506, 1.102], [-1.174, -0.760, -0.415], [-1.753, 0.639, -2.780], [1.039, 2.186, 1.601], [-1.083, -1.901, 1.523], [2.744, 0.157, -0.017], [0.772, 1.603, -1.376], [0.916, -0.912, 1.920], [-2.135, -1.101, -0.745]],
  "forces_ev_per_a": [[-0.318, -0.490, -0.470], [1.398, -0.449, 1.398], [5.933, 1.817, -0.123], [-3.054, -0.177, -2.608], [-3.561, -2.619, -0.152], [-2.352, 0.024, -0.511], [1.280, -0.069, 1.396], [0.104, -1.116, -0.889], [0.992, 1.706, -1.816], [-3.803, 1.029, 1.147], [0.317, -0.001, 0.243], [1.328, 0.292, 1.196], [1.736, 0.053, 1.188]],
  "e_above_lowest_kj_mol": 220.13,
  "charge": 2,
  "homo_ha": -0.675
}

Record 2
{
  "formula": "C3H6N2O",
  "method": "wB97M-V/def2-TZVPD",
  "species": ["H", "N", "C", "C", "O", "N", "C", "H", "H", "H", "H", "H"],
  "coordinates": [[-1.536, -0.311, -1.141], [-0.671, 0.024, -1.566], [0.216, 0.283, -0.685], [1.552, 0.687, -1.283], [2.617, 0.427, -0.783], [0.163, 0.104, 0.676], [-0.900, -0.640, 1.318], [1.460, 1.176, -2.271], [0.598, 0.827, 1.226], [-1.889, -0.165, 1.265], [-0.641, -0.772, 2.371], [-0.968, -1.638, 0.872]],
  "forces_ev_per_a": [[0.009, -0.024, -0.052], [0.093, -0.063, 0.284], [-0.173, -0.109, -0.064], [0.328, -0.007, 0.118], [-0.491, 0.268, -0.057], [0.002, 0.119, -0.168], [-0.133, -0.051, 0.037], [-0.011, -0.116, 0.112], [0.307, -0.226, -0.013], [0.128, 0.000, -0.052], [-0.051, 0.046, -0.157], [-0.006, 0.164, 0.012]],
  "e_above_lowest_kj_mol": 147.51,
  "homo_ha": -0.352
}

Record 3
{
  "formula": "C16H48O8",
  "method": "wB97M-V/def2-TZVPD",
  "species": ["C", "C", "O", "H", "H", "H", "H", "H", "H", "C", "C", "O", "H", "H", "H", "H", "H", "H", "C", "C", "O", "H", "H", "H", "H", "H", "H", "C", "C", "O", "H", "H", "H", "H", "H", "H", "C", "C", "O", "H", "H", "H", "H", "H", "H", "C", "C", "O", "H", "H", "H", "H", "H", "H", "C", "C", "O", "H", "H", "H", "H", "H", "H", "C", "C", "O", "H", "H", "H", "H", "H", "H"],
  "coordinates": [[-1.221, 5.110, 35.940], [-2.150, 3.894, 35.987], [-1.347, 2.702, 36.018], [-0.561, 5.105, 36.808], [-1.895, 5.962, 36.024], [-0.656, 5.105, 35.008], [-2.770, 3.892, 35.090], [-2.787, 3.849, 36.870], [-1.947, 1.966, 36.160], [-0.969, 1.922, 33.431], [-0.343, 3.267, 33.429], [1.016, 3.149, 33.765], [-1.010, 1.511, 34.440], [-0.322, 1.313, 32.801], [-1.946, 1.962, 32.949], [-0.833, 3.915, 34.156], [-0.393, 3.767, 32.462], [1.056, 3.019, 34.715], [2.492, 1.007, 30.776], [2.207, 1.563, 32.139], [1.837, 2.901, 32.028], [2.836, -0.022, 30.882], [3.195, 1.567, 30.161], [1.587, 1.083, 30.172], [3.141, 1.581, 32.702], [1.503, 0.975, 32.728], [1.386, 3.127, 32.845], [-2.785, 4.813, 33.141], [-3.054, 5.128, 31.656], [-4.403, 4.849, 31.526], [-2.657, 3.734, 33.226], [-3.512, 5.252, 33.825], [-1.870, 5.170, 33.614], [-2.453, 4.575, 30.934], [-2.924, 6.193, 31.469], [-4.531, 4.812, 30.575], [1.000, 2.912, 38.061], [1.359, 3.554, 36.674], [0.784, 2.741, 35.662], [1.208, 3.560, 38.912], [1.595, 2.015, 38.230], [-0.052, 2.629, 38.106], [2.396, 3.824, 36.477], [0.767, 4.460, 36.543], [-0.170, 2.845, 35.687], [1.846, 5.519, 34.713], [2.446, 4.987, 33.463], [3.435, 5.876, 32.935], [2.608, 5.608, 35.487], [1.084, 4.796, 35.005], [1.319, 6.447, 34.489], [1.733, 4.910, 32.642], [2.881, 4.013, 33.688], [2.952, 6.660, 32.666], [-0.199, 6.322, 33.158], [-0.135, 6.228, 31.615], [-0.668, 7.365, 31.042], [-1.165, 6.667, 33.526], [0.518, 7.117, 33.363], [-0.033, 5.343, 33.607], [-0.676, 5.371, 31.214], [0.887, 6.099, 31.259], [-0.619, 7.259, 30.089], [-0.634, -0.326, 31.535], [0.080, -1.193, 30.583], [-0.126, -2.567, 31.003], [-0.599, 0.726, 31.254], [-0.199, -0.402, 32.531], [-1.676, -0.645, 31.559], [1.139, -0.940, 30.627], [-0.186, -1.085, 29.532], [0.493, -3.113, 30.512]],
  "forces_ev_per_a": [[-1.454, -0.380, 1.011], [0.008, 0.306, 0.184], [-4.602, 0.379, 1.710], [-0.505, 0.364, -0.095], [0.281, 0.308, -0.247], [-0.404, 0.667, 1.276], [-0.022, -0.237, 0.434], [-0.020, 0.451, 0.048], [0.237, -0.357, -0.063], [0.095, -0.611, -0.869], [-0.019, 0.088, 0.560], [-6.328, 2.149, 0.585], [-0.058, -0.279, -0.742], [-0.511, 0.484, 0.769], [-0.180, -0.340, 0.202], [0.330, -0.818, -0.722], [-0.144, -0.323, -0.055], [1.752, -0.077, 0.177], [-0.306, -0.318, -0.513], [1.263, 1.680, -0.408], [3.707, -2.495, -10.251], [0.031, -0.099, -0.364], [0.412, 0.205, 0.631], [-0.232, -0.409, 0.020], [0.458, -0.596, 0.399], [-0.130, -0.316, -0.120], [1.769, 0.270, -2.034], [1.000, -0.189, -0.353], [0.565, 1.227, 1.909], [-1.369, -0.699, -1.060], [-1.000, 0.128, 0.118], [-0.764, -0.326, -0.549], [-0.720, 0.032, -1.174], [0.169, -0.314, 0.263], [0.475, 0.160, -0.073], [-0.696, -0.063, -0.071], [1.048, 0.217, -0.524], [-1.919, -0.251, 2.269], [3.630, -2.757, 9.065], [0.033, 0.273, -0.142], [-0.039, -0.122, -0.127], [0.074, 0.126, -0.171], [-0.056, -0.714, 0.164], [1.269, -0.139, 1.150], [-0.598, -0.542, 0.384], [0.016, 0.465, 0.434], [0.881, 1.065, -0.806], [0.622, 0.021, 0.340], [-0.083, 0.227, 0.021], [0.776, 1.108, -0.185], [1.099, -0.209, 1.167], [0.158, -0.403, 0.570], [0.537, 0.540, -0.577], [0.146, 0.178, -0.087], [-0.474, 1.207, -2.228], [-0.098, -1.284, 0.541], [-0.659, 1.594, -0.423], [0.151, 0.460, -0.492], [-0.262, -0.262, 0.247], [0.611, 1.228, -0.745], [0.057, -0.336, 0.311], [0.337, -0.109, 0.338], [-0.014, 0.182, -0.077], [-0.818, 0.070, -0.109], [1.270, -1.238, -0.264], [0.025, 0.553, -0.184], [0.025, -0.299, -0.441], [-0.109, -0.414, -0.183], [-0.167, 0.167, 0.259], [-0.062, -0.351, 0.016], [-0.505, 0.176, -0.035], [0.009, -0.077, -0.009]],
  "e_above_lowest_kj_mol": 1353.53,
  "homo_ha": -0.288
}

Record 4
{
  "formula": "C27H33F8O28P",
  "method": "wB97M-V/def2-TZVPD",
  "species": ["O", "C", "O", "C", "C", "F", "O", "H", "H", "H", "O", "C", "O", "C", "C", "F", "O", "H", "H", "H", "O", "C", "O", "C", "C", "F", "O", "H", "H", "H", "O", "C", "O", "C", "C", "F", "O", "H", "H", "H", "O", "C", "O", "C", "C", "F", "O", "H", "H", "H", "O", "C", "O", "C", "C", "F", "O", "H", "H", "H", "O", "C", "O", "C", "C", "F", "O", "H", "H", "H", "O", "C", "O", "C", "C", "F", "O", "H", "H", "H", "C", "O", "P", "O", "O", "C", "O", "C", "H", "H", "H", "H", "H", "H", "H", "H", "H"],
  "coordinates": [[2.339, -4.117, -10.405], [2.921, -4.111, -9.356], [2.411, -3.618, -8.216], [3.408, -3.683, -7.218], [4.373, -4.779, -7.810], [4.003, -5.994, -7.457], [4.168, -4.546, -9.205], [3.883, -2.703, -7.159], [3.034, -4.027, -6.254], [5.398, -4.527, -7.540], [4.967, -14.709, -8.574], [4.322, -13.760, -8.256], [3.127, -13.766, -7.744], [2.683, -12.400, -7.663], [3.889, -11.594, -7.858], [4.546, -11.403, -6.690], [4.740, -12.534, -8.507], [1.987, -12.132, -8.458], [2.121, -12.166, -6.758], [3.730, -10.655, -8.389], [3.121, -8.128, -13.219], [1.900, -8.036, -13.337], [1.193, -7.906, -14.446], [-0.136, -7.603, -14.111], [-0.200, -8.220, -12.699], [-0.536, -9.549, -12.786], [1.127, -8.171, -12.273], [-0.144, -6.514, -14.055], [-0.758, -7.977, -14.924], [-1.022, -7.788, -12.128], [-2.543, 0.998, -2.068], [-1.607, 1.078, -2.827], [-0.322, 0.773, -2.641], [0.460, 1.113, -3.739], [-0.526, 1.043, -4.841], [-0.429, -0.196, -5.394], [-1.790, 1.240, -4.155], [0.920, 2.087, -3.572], [1.276, 0.406, -3.887], [-0.392, 1.707, -5.695], [-10.347, -9.087, -5.050], [-9.591, -8.264, -4.603], [-8.847, -7.482, -5.434], [-7.812, -6.873, -4.733], [-8.311, -7.065, -3.290], [-8.552, -5.955, -2.773], [-9.435, -7.907, -3.314], [-6.866, -7.380, -4.925], [-7.711, -5.803, -4.913], [-7.511, -7.575, -2.752], [-0.098, -8.192, -7.503], [-0.636, -7.142, -7.203], [-1.062, -6.146, -7.989], [-1.617, -5.098, -7.208], [-1.456, -5.615, -5.823], [-2.654, -5.533, -5.244], [-1.122, -6.951, -5.992], [-0.965, -4.226, -7.224], [-2.641, -4.826, -7.464], [-0.734, -5.155, -5.148], [2.526, -4.310, -2.180], [2.667, -5.558, -2.048], [3.839, -6.169, -1.804], [3.692, -7.597, -1.797], [2.153, -7.789, -1.916], [1.614, -8.134, -0.693], [1.717, -6.537, -2.350], [4.146, -7.977, -2.712], [4.140, -8.072, -0.924], [1.868, -8.531, -2.661], [-9.945, -5.269, -11.602], [-8.824, -5.650, -11.249], [-7.634, -5.570, -11.963], [-6.639, -6.324, -11.273], [-7.215, -6.643, -9.914], [-6.499, -5.921, -9.040], [-8.512, -6.200, -10.056], [-6.352, -7.207, -11.843], [-5.688, -5.792, -11.238], [-7.187, -7.716, -9.725], [-4.934, -1.319, -11.128], [-4.685, -1.359, -9.763], [-5.885, -0.929, -8.782], [-5.762, -1.380, -7.393], [-5.885, 0.672, -8.790], [-4.788, 1.466, -8.152], [-7.241, -1.388, -9.516], [-8.380, -1.326, -8.712], [-4.164, -1.959, -11.559], [-4.816, -0.364, -11.641], [-5.847, -1.817, -11.452], [-3.888, 0.890, -7.936], [-5.095, 1.774, -7.152], [-4.426, 2.278, -8.783], [-8.977, -2.175, -9.043], [-8.972, -0.434, -8.916], [-8.218, -1.476, -7.645]],
  "forces_ev_per_a": [[0.391, 0.068, 0.962], [-1.708, 0.461, -2.237], [-0.445, -0.141, 0.279], [0.921, -1.164, -0.094], [-0.112, 3.751, -0.072], [-0.201, -1.298, 0.180], [1.052, -1.138, 1.178], [0.195, -0.138, 0.229], [-0.294, 0.240, -0.128], [0.137, -0.659, -0.261], [-0.191, -0.367, 0.411], [1.715, -1.687, -1.554], [-2.260, 0.676, 1.229], [-2.028, -0.119, -0.013], [1.612, -1.049, -0.117], [0.010, 1.102, 1.163], [0.251, 2.644, -0.969], [-0.046, -0.601, -0.376], [0.446, -0.406, 0.297], [0.459, -0.145, -0.090], [-3.070, 0.514, -0.946], [5.048, -0.982, 0.212], [1.242, -0.035, -1.056], [0.494, 0.270, 0.420], [-1.347, -0.415, -1.451], [-0.066, -0.368, -0.096], [-2.145, 0.637, 1.450], [-0.703, 0.113, 0.107], [-0.314, -0.134, 0.587], [0.906, 0.401, 0.824], [2.129, 0.632, -0.644], [-2.093, -1.761, 0.215], [0.229, -0.111, 2.606], [1.096, 0.545, 0.103], [-0.857, 0.559, -0.458], [-0.701, -0.789, -0.077], [1.064, 0.419, -2.126], [-0.199, 0.229, -0.187], [-0.258, -0.186, 0.143], [-0.408, 0.453, 0.421], [0.927, 0.870, 1.174], [-1.930, -0.785, -2.020], [-0.463, -0.572, -0.908], [-0.217, -0.106, 0.944], [3.360, -3.962, -1.495], [-1.712, 4.874, 2.726], [0.421, -0.065, -0.727], [0.003, 0.006, 0.012], [-0.199, -0.088, -0.353], [-0.164, -0.153, 0.627], [-0.513, 2.434, -0.180], [-0.298, -3.154, -1.079], [0.661, 0.146, -1.449], [1.571, 1.054, -0.066], [-0.620, -0.156, 0.712], [-1.325, -0.161, 1.297], [0.479, -0.196, 1.955], [-0.153, 0.204, -0.904], [0.123, -0.390, -0.072], [0.093, 0.236, -0.205], [0.214, -5.750, 0.749], [-0.114, 3.759, -1.561], [-0.227, 0.213, 0.701], [-0.958, -0.010, -0.750], [1.180, -0.120, 0.202], [0.033, 0.384, -0.587], [0.015, 1.169, 0.788], [0.198, -0.016, 0.097], [-0.161, 0.348, 0.032], [-0.188, 0.015, 0.245], [4.278, -1.377, 1.242], [-1.516, 1.374, -1.511], [-1.267, -0.119, 0.226], [0.946, -0.343, -1.425], [0.635, -0.063, -2.345], [-0.170, 0.228, 1.493], [-1.839, -0.174, 1.371], [-0.631, -0.278, -0.162], [-0.338, 0.571, 0.392], [-0.094, 0.211, 0.755], [0.830, -1.258, -2.484], [-1.393, 0.315, 1.637], [0.410, 0.841, 1.114], [0.348, -0.678, -0.358], [0.929, 0.919, -0.418], [-0.151, -1.218, 0.275], [2.637, 0.917, -0.089], [-2.218, -0.869, 0.219], [0.225, 0.069, -0.131], [-0.236, 0.373, 0.585], [-0.340, 0.352, 0.414], [-0.172, -0.672, -0.352], [-0.472, 0.320, -0.364], [-0.836, 0.013, -0.160], [-0.236, 0.026, 0.088], [0.276, 0.186, 0.119], [0.406, 0.287, -0.102]],
  "e_above_lowest_kj_mol": 340.46,
  "homo_ha": -0.393
}

Record 5
{
  "formula": "C4H10N2",
  "method": "wB97M-V/def2-TZVPD",
  "species": ["C", "N", "N", "C", "H", "H", "H", "H", "H", "H", "C", "C", "H", "H", "H", "H"],
  "coordinates": [[-2.319, -0.858, -0.601], [-1.052, -1.066, 0.090], [-0.345, -0.129, 0.429], [-0.737, 1.284, 0.281], [-2.168, -0.477, -1.640], [-2.783, -1.926, -0.764], [-3.007, -0.254, -0.031], [-0.954, 1.500, -0.790], [-1.554, 1.582, 0.840], [0.099, 1.908, 0.350], [2.716, -0.712, 0.707], [2.225, 0.211, -0.118], [3.288, -1.620, 0.458], [2.487, -0.651, 1.730], [2.581, 0.159, -1.197], [1.523, 1.047, 0.257]],
  "forces_ev_per_a": [[-0.829, -2.267, -1.319], [0.110, -0.277, -0.401], [-0.207, 0.420, 1.296], [0.072, -1.311, -3.677], [-0.015, 0.115, 0.844], [0.783, 2.094, 0.502], [-0.286, 0.363, 0.045], [-0.550, -0.352, 0.321], [-1.577, 0.479, 1.404], [1.141, 0.828, 1.210], [0.008, -0.073, -0.810], [0.763, 0.421, -0.719], [-0.088, 0.838, -0.385], [-0.467, -0.002, 1.299], [-0.973, 0.362, 1.309], [2.114, -1.638, -0.921]],
  "e_above_lowest_kj_mol": 406.29,
  "homo_ha": -0.307
}

Record 6
{
  "formula": "C10H26Cl2N2O12V",
  "method": "wB97M-V/def2-TZVPD",
  "species": ["O", "V", "Cl", "O", "O", "O", "O", "Cl", "O", "O", "O", "O", "C", "O", "C", "C", "N", "C", "C", "O", "C", "H", "H", "H", "H", "H", "H", "H", "H", "H", "H", "H", "H", "H", "H", "H", "C", "C", "C", "O", "C", "N", "H", "H", "H", "H", "H", "H", "H", "H", "H", "H", "H"],
  "coordinates": [[-1.088, -1.214, 0.243], [-0.316, 0.085, 0.001], [-2.122, -3.966, -1.659], [-0.775, -3.857, -1.246], [-2.503, -5.374, -1.781], [-2.988, -3.296, -0.762], [-2.329, -3.400, -3.001], [-2.059, 2.534, 2.602], [-3.343, 3.104, 2.211], [-1.030, 3.555, 2.541], [-2.048, 1.928, 3.902], [-1.685, 1.412, 1.772], [-3.649, 1.097, -0.729], [-2.368, 0.612, -1.073], [-2.260, 0.307, -2.494], [-0.822, -0.221, -2.812], [0.083, 0.662, -2.108], [1.517, 0.261, -2.373], [1.889, -1.095, -1.860], [1.319, -1.248, -0.599], [1.885, -2.437, 0.006], [-4.463, 0.591, -1.247], [-3.705, 2.153, -0.993], [-3.904, 0.958, 0.322], [-2.435, 1.220, -3.064], [-3.033, -0.327, -2.928], [-0.670, -0.106, -3.885], [-0.746, -1.255, -2.477], [-0.024, 1.578, -2.521], [2.258, 0.927, -1.932], [1.815, 0.368, -3.416], [2.973, -1.166, -1.766], [1.486, -1.831, -2.555], [2.954, -2.288, 0.156], [1.678, -3.328, -0.587], [1.482, -2.685, 0.988], [3.089, 2.575, 1.798], [2.217, 1.346, 1.334], [1.684, 0.578, 2.526], [0.766, -0.425, 2.011], [0.406, -1.299, 3.088], [1.116, 1.852, 0.527], [2.465, 3.430, 2.059], [3.739, 2.796, 0.951], [3.683, 2.309, 2.673], [2.788, 0.620, 0.756], [1.306, 1.280, 3.270], [2.548, 0.169, 3.050], [-0.516, -1.802, 2.796], [0.098, -0.703, 3.947], [1.177, -2.026, 3.343], [0.862, 2.612, 1.142], [1.599, 2.430, -0.147]],
  "forces_ev_per_a": [[-0.357, -0.251, 0.263], [0.269, 0.266, 1.577], [0.288, 0.751, 0.809], [0.193, -0.037, -0.443], [-0.207, 0.462, -0.624], [-0.343, -0.260, -0.165], [0.050, -0.912, 0.398], [-0.383, 1.131, 2.001], [1.467, -1.056, 0.247], [-0.054, -0.275, -0.589], [-0.751, 0.811, 0.425], [0.632, -1.437, -3.114], [-1.323, 0.673, 0.261], [0.550, -1.075, -1.588], [0.653, 0.556, -0.103], [-2.455, 0.461, -0.157], [2.181, -1.049, 0.596], [0.869, 1.104, -0.052], [-0.467, 0.189, -1.317], [0.026, -0.304, 1.137], [-0.183, -0.516, 0.868], [0.281, -0.314, -0.435], [-0.038, 0.102, 0.197], [0.778, 0.133, 0.066], [0.278, 0.533, 0.115], [-0.071, -0.641, 0.778], [-0.030, -0.498, -0.138], [0.333, 0.086, -0.112], [-0.202, 0.481, 0.416], [-0.677, 0.674, 0.593], [-0.580, -0.362, -0.389], [0.047, -0.127, -0.355], [0.269, -0.554, 0.159], [0.048, 0.047, -0.291], [0.112, 0.289, -0.436], [-0.420, 0.707, -0.146], [-0.195, -1.623, -0.471], [1.217, 0.084, 1.329], [0.483, 0.554, -0.731], [0.989, 1.106, 0.760], [-1.642, -0.062, 0.052], [0.199, 0.227, 0.053], [-0.051, -0.023, -0.056], [0.162, 0.421, 0.252], [0.163, 0.086, -0.126], [0.291, 0.194, -0.217], [-1.166, -0.142, -0.096], [-0.030, -0.800, -0.202], [0.200, -0.235, -0.209], [0.340, 0.060, 0.130], [0.212, 0.228, -0.163], [-1.856, 0.270, 0.318], [-0.097, -0.132, -1.074]],
  "charge": 1,
  "homo_ha": [-0.436, -0.436],
  "multiplicity": 3
}